C67H43BrI4IrN6P as an isolated structure. Source: OMol25; level of theory: ωB97M-V with the def2-TZVPD basis set.

Structure (XYZ):
```
123
Properties=species:S:1:pos:R:3:forces:R:3:mulliken_charge:R:1
Ir -0.51356 -0.85154 -0.66092 -0.53 0.05 0.16 0.91
I -7.08978 6.12534 1.19339 -0.03 0.03 0.00 0.12
C -5.74061 4.59253 0.79290 0.02 -0.02 -0.01 -0.27
C -4.38251 4.86988 0.72937 -0.01 -0.01 -0.02 -0.83
C -3.48826 3.84434 0.46420 0.05 -0.02 0.11 -0.30
C -3.93229 2.53782 0.28109 0.05 0.04 -0.06 0.04
C -5.29850 2.27816 0.34636 0.00 0.03 -0.10 -0.25
C -6.20376 3.29978 0.59000 0.02 0.00 0.01 -0.80
C -2.95949 1.45595 -0.04328 -0.13 -0.06 0.08 1.39
C -2.87987 0.35434 0.82335 0.01 0.03 0.03 0.22
C -3.66651 0.18897 2.00807 -0.03 -0.01 -0.03 -1.37
C -3.22939 -0.93547 2.62782 -0.02 0.01 0.00 -1.60
C -2.16342 -1.46860 1.83454 0.23 0.15 0.19 0.69
C -1.35898 -2.55504 2.21050 -0.20 0.00 -0.03 1.03
C -1.75959 -3.30306 3.43621 0.10 -0.04 -0.01 -0.27
C -2.97818 -3.97572 3.47547 0.04 -0.06 -0.03 -0.22
C -3.34303 -4.71896 4.58723 0.02 0.02 -0.01 -0.80
C -2.49138 -4.77658 5.68213 -0.01 0.02 -0.03 -0.16
I -3.03513 -5.88299 7.35823 -0.01 -0.03 0.04 0.12
C -1.28043 -4.10006 5.66599 0.00 -0.01 -0.01 -0.87
C -0.91769 -3.37389 4.54144 -0.02 0.09 0.06 -0.04
C -0.25811 -2.99702 1.50478 0.01 -0.11 -0.12 0.50
N 0.18264 -2.49657 0.29511 -0.05 0.01 -0.08 -0.31
C 1.21001 -3.29203 -0.11607 -0.08 -0.14 0.04 1.03
C 1.81981 -3.26021 -1.37294 0.02 -0.01 0.02 0.40
C 2.74168 -4.38858 -1.70640 0.13 0.12 0.06 -0.57
C 2.31907 -5.40531 -2.55683 -0.02 -0.05 0.06 0.02
C 3.14437 -6.48416 -2.83717 0.01 0.03 -0.01 -0.77
C 4.41055 -6.54269 -2.27177 -0.01 0.02 -0.01 -0.13
I 5.64464 -8.17189 -2.66537 0.03 -0.02 -0.02 0.13
C 4.85682 -5.52525 -1.44096 -0.01 0.02 0.00 -0.75
C 4.01715 -4.45781 -1.15742 0.04 0.04 -0.05 0.08
C 1.49400 -2.36743 -2.37727 0.08 0.11 -0.01 0.79
C 1.98499 -2.46417 -3.72991 0.05 0.00 0.04 -1.62
C 1.30411 -1.57366 -4.47103 -0.06 0.01 -0.01 -1.60
C 0.41700 -0.85218 -3.58751 -0.13 -0.19 0.06 0.94
N 0.58449 -1.33961 -2.29509 0.10 0.09 -0.21 0.19
C -0.49558 0.11404 -3.97301 -0.03 0.03 0.14 0.35
C -1.22735 0.88419 -3.04907 -0.10 0.12 -0.16 0.19
C -1.86700 2.13442 -3.36678 -0.07 -0.15 -0.08 -1.25
C -2.48234 2.56841 -2.24668 0.03 -0.02 0.11 -1.74
C -2.25787 1.57383 -1.22887 -0.11 -0.12 -0.22 0.57
N -1.44204 0.58753 -1.74918 0.14 0.00 0.14 -0.17
C -0.85942 0.29184 -5.40727 0.33 0.13 -0.02 0.43
C -2.20419 0.19539 -5.76186 -0.01 -0.16 -0.04 -0.22
C -2.60188 0.25583 -7.08823 0.02 0.03 0.00 -0.78
C -1.65025 0.43381 -8.08184 0.01 0.03 0.05 -0.12
I -2.23283 0.49360 -10.07734 -0.01 0.02 -0.04 0.13
C -0.31143 0.58178 -7.74711 -0.02 0.00 -0.01 -0.86
C 0.07517 0.50794 -6.41848 0.00 0.22 0.04 -0.28
C 1.45695 -4.30676 0.87651 0.06 0.06 -0.02 -1.67
C 0.55597 -4.12876 1.86380 -0.04 0.04 0.00 -1.48
N -1.97135 -0.67049 0.74274 0.06 0.24 0.03 -0.50
H -4.02312 5.87888 0.87864 0.00 0.00 0.02 0.44
H -2.42638 4.05829 0.41165 0.00 0.00 0.00 0.65
H -5.66190 1.27233 0.17532 0.00 0.00 0.00 0.58
H -7.26414 3.08931 0.60746 0.00 0.00 0.04 0.44
H -4.44665 0.85507 2.33408 0.00 0.00 0.02 0.63
H -3.57765 -1.35174 3.55770 -0.02 -0.01 -0.01 0.59
H -3.63646 -3.93960 2.61601 -0.01 0.00 0.00 0.52
H -4.28064 -5.25726 4.59332 -0.01 0.01 0.02 0.41
H -0.62066 -4.13919 6.52184 0.00 0.01 0.00 0.43
H 0.02732 -2.84346 4.53259 0.01 -0.02 -0.02 0.56
H 1.32727 -5.36169 -2.99062 0.00 -0.01 0.00 0.53
H 2.80143 -7.27184 -3.49367 0.00 -0.01 0.02 0.40
H 5.85374 -5.55768 -1.02360 -0.01 -0.03 0.03 0.41
H 4.36434 -3.66209 -0.50872 0.00 0.00 0.01 0.53
H 2.74910 -3.14811 -4.05853 -0.03 -0.03 -0.01 0.61
H 1.40592 -1.40366 -5.52711 -0.06 -0.05 -0.02 0.62
H -1.83006 2.61493 -4.33033 -0.02 -0.02 -0.01 0.76
H -3.05897 3.46919 -2.12363 -0.04 -0.03 0.00 0.66
H -2.94923 0.03479 -4.99260 0.00 -0.01 0.00 0.48
H -3.64777 0.15882 -7.34444 0.00 -0.01 0.00 0.41
H 0.42676 0.75990 -8.51685 0.00 -0.01 0.00 0.40
H 1.11647 0.66853 -6.16844 0.01 -0.06 0.01 0.45
H 2.21359 -5.06987 0.80872 -0.03 -0.02 -0.04 0.56
H 0.43479 -4.72813 2.74972 -0.04 0.00 0.00 0.64
Br 0.86347 0.06097 6.18435 0.00 0.02 0.02 -0.13
C 1.68412 -0.45286 4.56666 -0.07 -0.04 0.00 -0.45
C 2.99436 -0.89694 4.53426 0.01 0.00 0.03 -0.35
C 3.52748 -1.25989 3.30798 0.03 -0.07 -0.03 -1.51
C 2.73189 -1.16304 2.17670 -0.09 -0.09 0.04 -0.78
N 1.46641 -0.75858 2.22140 0.18 0.09 0.44 1.63
C 0.94921 -0.40262 3.39174 0.11 -0.11 0.01 -0.37
H 3.57994 -0.95412 5.44197 0.00 0.00 0.00 0.56
H 4.54569 -1.61671 3.23218 0.01 0.03 0.00 0.49
H 3.11100 -1.42584 1.19449 0.03 0.01 0.00 0.69
H -0.08668 -0.07995 3.40128 0.01 0.00 0.01 0.43
N 0.56047 0.45943 0.23724 -0.02 -0.01 -0.51 0.18
P 0.95577 1.95677 0.61106 0.25 0.07 0.00 1.84
C 0.12258 2.90741 1.90548 -0.06 0.05 -0.04 1.33
C -1.03159 2.44445 2.51856 0.01 -0.11 0.01 -0.39
C -1.65025 3.18567 3.51656 0.01 -0.01 0.02 -0.77
C -1.10941 4.39755 3.91006 0.02 0.00 -0.01 -0.84
C 0.05819 4.86484 3.31327 -0.02 0.01 0.01 -0.98
C 0.67557 4.12550 2.32028 -0.05 0.01 -0.03 -0.64
C 2.68151 1.99655 1.16885 0.04 -0.27 -0.08 0.71
C 3.00910 2.06082 2.52082 -0.01 0.15 -0.01 -0.41
C 4.33629 2.01746 2.91896 0.00 0.04 0.00 -0.87
C 5.34398 1.90685 1.97269 0.01 -0.02 0.00 -0.71
C 5.02452 1.82978 0.62370 0.00 -0.03 0.00 -0.75
C 3.69882 1.86735 0.22286 -0.04 0.01 0.05 -0.84
C 0.89725 2.91840 -0.92178 -0.20 -0.09 -0.08 1.51
C 1.28245 2.28028 -2.10122 0.10 0.06 0.05 -0.81
C 1.31671 2.98470 -3.29402 0.07 0.02 0.01 -0.94
C 0.94506 4.32028 -3.32457 0.01 0.00 0.00 -1.00
C 0.53258 4.95166 -2.16005 0.01 0.01 0.01 -0.74
C 0.50860 4.25713 -0.96033 0.01 0.00 0.02 -0.69
H -1.44939 1.49646 2.21857 0.02 -0.05 0.03 -0.39
H -2.55040 2.80812 3.98415 0.00 0.00 0.00 0.55
H -1.58631 4.97841 4.68851 0.00 0.00 0.00 0.50
H 0.49333 5.80259 3.63248 -0.01 0.01 -0.01 0.45
H 1.59263 4.49140 1.87450 0.01 0.00 0.01 0.62
H 2.23229 2.15988 3.26773 0.01 -0.03 0.01 0.52
H 4.58145 2.07312 3.97168 0.00 0.00 0.00 0.51
H 6.37979 1.88131 2.28515 0.00 0.01 0.00 0.42
H 5.80881 1.74532 -0.11680 0.00 0.00 0.00 0.50
H 3.45612 1.80925 -0.82988 0.03 0.00 0.00 0.31
H 1.54879 1.23022 -2.07986 0.01 0.01 -0.02 0.74
H 1.63159 2.48614 -4.20226 -0.03 -0.01 0.00 0.38
H 0.96681 4.86844 -4.25750 0.01 0.00 0.00 0.42
H 0.23256 5.99097 -2.18233 0.00 0.00 0.00 0.48
H 0.19432 4.76616 -0.05968 -0.04 -0.01 0.00 0.24
```
Positions in Å, forces in eV/Å.

Summary:
Multiplicity ... 2
Molecular weight ... 1742.83 u
Largest force on an atom ... 0.6 eV/A
Charge ... +1
E ... -193686.672 eV
Energy relative to the best compared isomer or geometry (same formula, charge and spin) ... 0.0 kcal/mol
E_LUMO (alpha / beta) ... -3.59 / -3.92 eV


A 11-piece molecular cluster, C11H44O11 overall in a non-equilibrium geometry. Source: OMol25; level of theory: ωB97M-V with the def2-TZVPD basis set.

Structure (XYZ):
```
66
Properties=species:S:1:pos:R:3:forces:R:3:mulliken_charge:R:1
C -3.28302 -2.37819 0.11592 -0.14 -0.43 0.97 -0.50
O -1.98335 -2.93181 0.22131 0.14 0.36 -0.13 -0.54
H -3.51280 -1.95717 -0.86485 0.06 0.06 -0.03 0.18
H -3.98819 -3.18281 0.34330 0.05 -0.03 -0.37 0.27
H -3.46296 -1.65771 0.92518 0.07 0.31 -0.33 0.21
H -1.33400 -2.20350 0.17706 -0.15 -0.37 -0.24 0.20
C 0.43010 1.57818 -2.96208 0.11 0.62 -0.10 -0.39
O -0.04252 2.92894 -2.80702 -0.17 -0.35 -0.19 -0.56
H 1.45785 1.59067 -3.33282 0.05 -0.10 0.17 0.34
H 0.37720 1.12524 -1.97543 0.03 -0.24 -0.10 0.02
H -0.17464 1.03475 -3.68991 -0.14 -0.13 0.20 0.31
H -0.37166 3.22104 -3.66135 0.08 0.17 0.06 0.28
C 0.60959 0.98834 4.43558 -0.25 -0.42 0.09 -0.48
O 1.97948 0.74086 4.16904 0.32 0.43 -0.43 -0.52
H -0.03083 0.19512 4.03191 0.04 0.00 0.22 0.24
H 0.47501 1.07526 5.52006 -0.28 0.05 -0.17 0.35
H 0.27926 1.89895 3.93230 0.33 0.07 0.11 0.12
H 2.16259 -0.19752 4.14265 -0.20 -0.15 0.12 0.28
C -2.92637 1.83142 -0.96235 -0.58 -0.89 0.01 0.03
O -3.91968 2.33323 -0.04415 0.36 0.09 -0.51 -0.59
H -1.97612 1.73998 -0.44158 0.18 0.30 -0.18 -0.29
H -3.21653 0.81863 -1.26138 0.01 0.00 0.05 0.13
H -2.86205 2.41087 -1.87989 0.25 0.32 0.19 0.38
H -4.41060 3.01391 -0.51088 -0.09 0.04 0.23 0.31
C -1.76186 -2.07027 -3.55690 -0.33 -0.25 -0.72 -0.58
O -3.07998 -2.44664 -3.99237 0.35 0.26 0.38 -0.54
H -1.70562 -1.75445 -2.51184 -0.16 -0.01 -0.02 0.26
H -1.13300 -2.94984 -3.70145 0.02 0.08 0.13 0.25
H -1.40264 -1.27788 -4.22307 0.25 0.01 0.23 0.27
H -3.51366 -1.63905 -4.28017 -0.16 -0.10 0.05 0.30
C 1.83365 -3.85098 1.02659 -0.55 -0.38 0.00 -0.23
O 3.23208 -4.01406 1.16605 0.21 -0.19 -0.16 -0.52
H 1.46117 -4.59931 0.32479 0.30 0.11 -0.20 0.26
H 1.26722 -4.07287 1.93754 0.22 0.31 0.16 0.38
H 1.57930 -2.86582 0.63889 -0.10 0.04 0.09 -0.11
H 3.54581 -3.55642 1.94786 -0.12 0.04 0.08 0.28
C 0.33740 -0.35205 0.96794 0.79 0.17 0.17 -0.51
O 0.01042 -0.98931 -0.26030 -0.31 0.02 0.18 0.33
H -0.53395 -0.02214 1.53157 -0.29 0.09 -0.52 0.25
H 0.88683 -1.00976 1.65372 0.04 -0.13 -0.19 0.33
H 0.98710 0.49766 0.74439 -0.12 0.13 0.33 -0.14
H 0.84097 -1.18981 -0.72810 -0.11 -0.15 0.11 -0.15
C 0.71752 3.65373 0.55860 0.58 0.48 -0.40 0.09
O 1.32591 4.25434 -0.58737 -0.04 -0.32 0.02 -0.58
H -0.23859 4.14805 0.73439 -0.17 -0.39 0.31 0.24
H 0.63813 2.56973 0.45744 -0.38 0.04 -0.09 -0.30
H 1.39222 3.81960 1.39894 -0.13 0.17 0.05 0.29
H 0.82402 3.96420 -1.36372 0.12 0.06 0.07 0.31
C 4.00799 -0.39547 0.85700 -0.60 0.02 0.52 -0.11
O 5.27172 -0.53698 1.49456 -0.17 -0.02 -0.32 -0.53
H 3.62495 -1.35036 0.49106 0.12 -0.07 -0.17 0.01
H 3.26770 -0.01042 1.56752 0.00 0.08 0.00 0.06
H 4.03816 0.31645 0.03725 0.44 -0.04 -0.05 0.31
H 5.12970 -1.18043 2.19392 0.27 0.07 0.07 0.30
C -2.71310 2.79617 3.17275 0.61 0.30 -0.02 -0.83
O -2.09963 2.06267 2.11855 -0.33 0.03 0.01 -0.20
H -3.80012 2.75690 3.10431 -0.02 -0.06 0.18 0.30
H -2.35617 2.40793 4.12778 -0.23 -0.26 -0.04 0.26
H -2.38315 3.84319 3.15763 -0.19 0.01 -0.14 0.30
H -2.69433 2.17241 1.35759 0.15 0.01 0.26 0.22
C 1.93948 -1.75237 -3.16427 1.06 -0.40 -0.15 -0.42
O 2.30626 -1.73692 -1.78214 -0.32 0.22 -0.09 -0.45
H 2.25204 -2.70108 -3.60873 -0.47 -0.11 0.00 0.36
H 0.86947 -1.60602 -3.26056 -0.02 0.04 0.01 -0.08
H 2.51294 -1.00748 -3.72446 -0.31 0.30 0.14 0.26
H 3.03990 -2.34156 -1.64382 0.00 0.02 0.10 0.28
```
Positions in Å, forces in eV/Å.

Summary:
Molecular weight ... 352.46 u
Largest force on an atom ... 1.1 eV/A
E ... -34638.113 eV
Energy relative to the best compared isomer or geometry (same formula, charge and spin) ... 52.7 kcal/mol
E_LUMO ... 0.13 eV


A 2-piece molecular cluster, C2H5NO2P overall in a non-equilibrium geometry. Source: OMol25; level of theory: ωB97M-V with the def2-TZVPD basis set.

Structure (XYZ):
```
11
Properties=species:S:1:pos:R:3:forces:R:3:mulliken_charge:R:1
C -0.30827 -2.11765 2.39950 -0.50 0.04 0.85 -0.41
C -0.73710 -1.05084 1.69098 0.29 -1.48 1.58 -0.51
N 0.91708 2.17235 -2.19488 1.71 1.43 0.84 0.76
O 1.70217 2.20329 -3.17744 0.12 0.69 1.07 -0.64
O 1.12611 2.82059 -1.10008 0.38 -0.63 -1.53 -0.67
P -0.46699 1.25547 -2.23008 -1.60 -1.12 -1.23 -0.40
H 0.53263 -2.79246 2.10736 -0.72 0.94 -0.07 0.22
H -0.74919 -2.42250 3.40516 0.32 0.56 -1.49 0.19
H -1.55667 -0.39348 1.95228 -0.05 -0.25 0.43 0.22
H -0.24619 -0.75502 0.81552 0.67 0.21 -1.36 0.25
H -0.21357 1.08024 -3.66832 -0.61 -0.39 0.89 0.00
```
Positions in Å, forces in eV/Å.

Summary:
Molecular weight ... 106.04 u
Largest force on an atom ... 2.4 eV/A
Charge ... -1
E ... -17025.732 eV
Energy relative to the best compared isomer or geometry (same formula, charge and spin) ... 133.4 kcal/mol
E_LUMO ... 3.52 eV


C15H15F3N4O3S as an isolated structure in a non-equilibrium geometry. Source: OMol25; level of theory: ωB97M-V with the def2-TZVPD basis set.

Structure (XYZ):
```
41
Properties=species:S:1:pos:R:3:forces:R:3:mulliken_charge:R:1
C 5.53151 3.81139 -0.47704 -4.02 -2.98 -2.56 -0.99
H 6.43412 4.18740 -0.57702 4.72 1.02 -0.85 0.33
O 5.49268 2.37339 -1.00986 8.43 7.72 1.87 -0.51
C 4.43438 1.77753 -1.10101 -0.66 -0.52 -1.40 1.09
C 4.56594 0.61225 -1.69058 5.07 -8.22 -1.44 -0.35
C 3.59267 -0.28895 -1.61550 -0.42 -2.20 0.03 -0.57
C 2.37502 0.21632 -1.17183 -0.27 -18.08 -6.44 0.46
C 2.13720 1.35731 -0.98308 0.52 12.20 3.16 -0.82
C 3.26888 2.19400 -0.84247 -7.89 5.96 3.21 -0.27
H 3.04000 3.26254 -0.38261 0.78 -2.32 -1.09 0.17
H 1.23927 1.55285 -0.58338 -3.47 1.80 0.80 0.60
C 1.15821 -0.90369 -1.52228 -3.78 4.40 1.25 -0.89
N 0.53508 -1.00211 -0.18312 5.73 -6.10 4.80 0.00
C -0.58659 -0.86798 0.46282 -3.16 6.50 -4.71 0.93
O -1.39629 -0.09173 -0.33251 1.15 -3.23 4.27 -0.72
C -0.79596 -1.25642 1.93333 -7.11 -1.15 -6.17 -1.45
H -0.02991 -1.11326 2.49669 5.30 -0.31 3.41 0.64
H -1.58950 -0.58640 2.33839 0.42 -0.73 -0.57 0.38
C -1.53026 -2.86457 1.70543 7.76 2.48 8.52 -0.78
C -1.80276 -3.14825 0.46107 1.44 -5.08 -10.29 0.47
O -1.24767 -3.88868 -0.44766 0.06 1.41 3.80 -0.72
N -2.82776 -2.55325 -0.03004 -8.44 3.77 -8.09 -0.13
C -3.71743 -1.61111 0.43946 2.03 0.80 1.13 0.13
N -3.74554 -1.25445 1.80494 -1.33 -1.40 -6.98 -0.54
N -4.69165 -0.40291 1.66843 -1.61 2.89 11.67 -0.07
C -5.31847 0.23609 0.87184 2.79 -3.32 -3.46 0.27
S -4.80045 -0.30601 -0.63435 2.80 -3.78 -2.17 -0.18
C -6.25870 1.21030 0.89107 -2.30 9.33 3.45 0.84
F -6.23500 1.96867 2.22155 0.00 -2.23 -2.83 -0.31
F -7.49216 0.98625 0.65765 -1.75 -1.42 -0.10 -0.20
F -5.94510 2.25076 0.01009 0.27 -1.38 0.55 -0.25
H -3.12677 -2.63434 -1.27746 2.08 -0.34 5.19 0.41
H -0.67608 -3.50247 2.05567 -1.14 0.20 -0.01 0.33
H -2.27530 -2.71842 2.39777 -1.92 -0.52 1.27 0.62
H 1.24670 -1.66047 0.48875 -2.12 2.29 -2.34 0.26
H 1.28295 -1.93550 -1.91637 0.58 1.01 0.13 0.36
H 0.17553 -0.31054 -2.05002 3.09 -1.67 0.64 0.30
H 3.71835 -1.40816 -1.75420 -0.02 1.72 -0.24 0.28
H 5.65084 0.05488 -1.79696 -2.44 2.23 -0.18 0.15
H 5.33422 3.76558 0.52895 -1.02 0.00 2.35 0.42
H 4.87580 4.49217 -1.05458 -0.11 -0.74 0.42 0.33
```
Positions in Å, forces in eV/Å.

Summary:
Molecular weight ... 388.37 u
Largest force on an atom ... 19.2 eV/A
E ... -46873.378 eV
E_LUMO ... -0.68 eV